1.
Entry from the OMol25 dataset: C4H8FNO6S2 as an isolated structure at a distorted geometry (wB97M-V/def2-TZVPD).

## Properties
- Highest occupied orbital energy: -10.10 eV
- HOMO-LUMO gap: 10.47 eV

Structure (ORCA input):
```
! wB97M-V def2-TZVPD RIJCOSX def2/J DEFGRID3
* xyz 0 1
N -0.3123 -2.2825 0.6149
C 0.7083 -1.9388 -0.4084
C 1.5850 -0.7355 -0.0600
C 0.8659 0.6234 0.1260
O 0.8370 0.8363 1.5694
S -0.5502 1.5116 2.0241
O -0.3370 2.6167 2.8396
O -1.3714 0.5117 2.5790
O -0.9921 1.9072 0.5344
C -0.6004 0.7327 -0.2212
S -1.0321 1.2098 -1.9333
O 0.1181 1.6100 -2.6301
O -1.9969 2.2109 -1.8385
F -1.6297 -0.0606 -2.5627
H -0.3797 -1.5577 1.3211
H -1.2104 -2.3047 0.1439
H 0.2880 -1.8778 -1.4138
H 1.3832 -2.7963 -0.4407
H 2.2950 -0.5981 -0.8735
H 2.1352 -0.9670 0.8462
H 1.4922 1.3692 -0.3550
H -1.2956 -0.0207 0.1384
*
```



2.
Entry from the OMol25 dataset: C23H22BrIrN4O3S as an isolated structure (wB97M-V/def2-TZVPD).

## Properties
- Highest occupied orbital energy: -12.82 eV
- HOMO-LUMO gap: 5.18 eV

Structure (ORCA input):
```
! wB97M-V def2-TZVPD RIJCOSX def2/J DEFGRID3
* xyz 2 1
Ir -0.0609 0.0931 -0.2572
C -5.6002 5.3651 1.6822
O -6.5345 4.3121 1.8519
C -6.1349 3.1951 2.4828
C -7.0992 2.1913 2.6103
C -6.7895 1.0258 3.2705
C -5.5007 0.8038 3.7633
C -4.5502 1.8156 3.6622
C -4.8638 3.0113 3.0347
N -5.3392 -0.4360 4.4483
N -4.2643 -1.0418 4.5440
C -3.1100 -0.7004 3.7801
C -1.9050 -0.5847 4.4285
C -0.6987 -0.3341 3.7456
C -0.7128 -0.2402 2.3813
O 0.4090 -0.0345 1.6224
C -1.9256 -0.4246 1.6978
N -1.8651 -0.3819 0.3245
C -2.9262 -0.6251 -0.4184
C -4.1510 -0.9475 0.1775
C -4.2547 -0.9771 1.5446
C -3.1369 -0.6841 2.3574
H -6.0974 6.1142 1.0740
H -4.7034 5.0133 1.1641
H -5.3199 5.8040 2.6423
H -8.0909 2.3734 2.2194
H -7.5387 0.2592 3.4236
H -3.5788 1.7111 4.1269
H -4.1350 3.8092 3.0200
H -1.8965 -0.6787 5.5069
H 0.2277 -0.2324 4.2950
H -2.8027 -0.5873 -1.4940
H -4.9961 -1.1761 -0.4548
H -5.1971 -1.2436 2.0034
Br -1.8484 6.4675 0.5957
C -1.3264 4.6995 0.3432
C -1.8461 3.9538 -0.7100
C -1.4350 2.6493 -0.8554
N -0.5497 2.0703 -0.0232
C -0.0433 2.7983 0.9886
C -0.4055 4.1105 1.1996
H -2.5497 4.3810 -1.4097
H -1.8113 2.0449 -1.6719
H 0.6701 2.3022 1.6302
H 0.0328 4.6634 2.0177
C 1.1002 -4.3077 -0.5437
S 0.8880 -2.8555 0.4538
C 2.5761 -2.5212 0.9097
O 0.5452 -1.7959 -0.6539
H 1.8669 -4.1260 -1.2939
H 0.1401 -4.5250 -1.0067
H 1.3806 -5.1248 0.1217
H 2.8467 -3.2282 1.6952
H 2.6018 -1.5131 1.3186
H 3.2306 -2.6262 0.0467
*
```



3.
Entry from the OMol25 dataset: one molecule with the formula C9H12N2O at a distorted geometry (wB97M-V/def2-TZVPD).

## Properties
- Highest occupied orbital energy: -9.22 eV
- HOMO-LUMO gap: 9.89 eV
- SMILES: C[C@@H]1C=N[C@H]2C=CC(=O)N(C)[C@@H]12

Structure (ORCA input):
```
! wB97M-V def2-TZVPD RIJCOSX def2/J DEFGRID3
* xyz 0 1
C -0.6802 -0.8907 -2.4223
C -0.1710 0.0909 -1.3665
C 1.1395 0.7138 -1.8061
N 2.1190 0.7107 -1.0238
C 1.8569 0.0923 0.2208
C 1.9160 1.0115 1.3772
C 0.9143 1.1875 2.2277
C -0.4219 0.5617 2.1631
O -1.2292 0.7276 3.0646
N -0.7406 -0.1560 1.0536
C -2.0805 -0.6967 0.9524
C 0.1330 -0.5341 -0.0083
H -0.7747 -0.3936 -3.3852
H -1.6513 -1.2940 -2.1398
H 0.0131 -1.7202 -2.5360
H -0.9005 0.8990 -1.2429
H 1.2409 1.1503 -2.7880
H 2.5116 -0.7708 0.3557
H 2.8433 1.5579 1.4940
H 1.0215 1.8502 3.0737
H -2.0917 -1.7669 1.1732
H -2.7097 -0.1773 1.6716
H -2.4805 -0.5309 -0.0490
H 0.2229 -1.6222 -0.0597
*
```



4.
Entry from the OMol25 dataset: C3H7IO2S as an isolated structure at a distorted geometry (wB97M-V/def2-TZVPD).

## Properties
- Highest occupied orbital energy: -9.40 eV
- HOMO-LUMO gap: 9.66 eV

Structure (ORCA input):
```
! wB97M-V def2-TZVPD RIJCOSX def2/J DEFGRID3
* xyz 0 1
C 0.1701 0.3557 -2.2279
C -0.1578 -0.3551 2.3914
C 0.3307 0.9191 -0.2187
O 0.5879 -1.6399 0.1413
O -1.7042 -0.8616 0.1634
S -0.3040 -0.5820 0.5295
I 2.3585 1.2153 -0.0107
H -0.7743 -0.0356 -2.0903
H 0.4554 1.2774 -2.6945
H 1.0244 -0.3253 -2.4343
H 0.7426 0.1734 2.5760
H -1.0840 0.2146 2.7692
H -0.1220 -1.3533 2.8325
H -0.1478 1.9408 -0.0494
*
```



5.
Entry from the OMol25 dataset: one molecule with the formula C3H5NO at a distorted geometry (wB97M-V/def2-TZVPD).

## Properties
- Highest occupied orbital energy (alpha / beta): -7.05 / -7.06 eV
- HOMO-LUMO gap (alpha / beta): 7.90 / 7.90 eV

Structure (ORCA input):
```
! wB97M-V def2-TZVPD RIJCOSX def2/J DEFGRID3
* xyz 0 1
C -0.0036 -0.4049 1.1864
C 1.2147 0.3618 0.9928
C -0.7068 0.4469 -1.1037
N 0.0946 0.2136 0.0029
O -1.8604 -0.2711 -1.0525
H -0.0465 -1.4924 1.2349
H 1.3682 1.3054 1.2327
H 2.0566 -0.0844 0.4051
H -0.4758 1.1726 -1.8709
H -1.6410 -1.2475 -1.0277
*
```



6.
Entry from the OMol25 dataset: C38H47Ge2InNO3PS4 as an isolated structure at a distorted geometry (wB97M-V/def2-TZVPD).

## Properties
- Highest occupied orbital energy: -1.22 eV
- HOMO-LUMO gap: 5.31 eV

Structure (ORCA input):
```
! wB97M-V def2-TZVPD RIJCOSX def2/J DEFGRID3
* xyz -2 1
In -3.8399 -16.4524 8.2522
C -0.3846 -19.0056 6.5906
C -1.5208 -18.0125 6.7971
S -2.8416 -18.7007 7.7147
C -1.4314 -16.7667 6.2314
C -0.2178 -16.3507 5.4194
S -2.6200 -15.4942 6.2998
H -0.5455 -19.9551 7.0921
H 0.5597 -18.5573 6.9677
H -0.2296 -19.1889 5.5143
H 0.2470 -17.2791 5.0330
H 0.5351 -15.8002 6.0206
H -0.4951 -15.7505 4.5232
C -3.0430 -19.5013 13.2537
C -3.3927 -18.8622 11.9008
Ge -5.0294 -17.7099 11.9239
C -5.2738 -16.2463 13.2340
C -5.2963 -16.6070 14.7184
C -6.3435 -18.9642 12.6342
C -7.2836 -19.3112 11.7326
Ge -6.7006 -18.2664 10.0821
C -6.2231 -19.6235 8.7208
C -7.1416 -20.8157 8.4433
C -7.9502 -16.7598 9.7990
C -9.4395 -16.9377 10.0740
C -8.4696 -20.1736 11.8106
C -8.7137 -20.9169 12.9770
C -9.8385 -21.7321 13.0887
C -10.7369 -21.8064 12.0276
C -10.5048 -21.0868 10.8413
C -9.3951 -20.2625 10.7402
H -2.1543 -20.1362 13.1376
H -3.8582 -20.1567 13.6080
H -2.8166 -18.7291 14.0120
H -3.5570 -19.6533 11.1430
H -2.5596 -18.2280 11.5251
H -6.2099 -15.7279 12.9505
H -4.4355 -15.5369 13.0459
H -6.1561 -17.2581 14.9473
H -5.3719 -15.6919 15.3174
H -4.3599 -17.1278 15.0184
H -6.3199 -19.3340 13.6768
H -5.2162 -20.0055 9.0303
H -6.0740 -19.0152 7.8135
H -7.2529 -21.4419 9.3438
H -6.6834 -21.4363 7.6486
H -8.1332 -20.5056 8.1088
H -7.7766 -16.5071 8.7315
H -7.5157 -15.9109 10.3629
H -9.9102 -17.5460 9.2821
H -9.9526 -15.9551 10.0705
H -9.6149 -17.4022 11.0556
H -8.0112 -20.8527 13.8018
H -10.0491 -22.2969 14.0099
H -11.6122 -22.4428 12.0907
H -11.2069 -21.1952 10.0149
H -9.2174 -19.6788 9.8264
O -2.4813 -15.9567 12.0458
S -2.4813 -15.3495 10.7167
O -2.1260 -16.4214 9.6392
O -1.8454 -14.0614 10.4716
S -4.6392 -15.0635 10.1909
N -5.7782 -16.6904 7.4518
P -6.3024 -16.7861 6.0086
C -5.6503 -15.4496 5.0060
C -5.5564 -14.1815 5.5628
C -5.0765 -13.1174 4.8154
C -4.7396 -13.2956 3.4807
C -4.8871 -14.5530 2.9276
C -5.3734 -15.6185 3.6689
C -8.0992 -16.6243 6.0029
C -8.7437 -15.5251 5.4408
C -10.1285 -15.4982 5.4295
C -10.8832 -16.5317 5.9608
C -10.2310 -17.6363 6.4930
C -8.8483 -17.6657 6.5463
C -5.9723 -18.3169 5.1139
C -4.6416 -18.6768 4.9928
C -4.2879 -19.9067 4.4397
C -5.2665 -20.6938 3.8414
C -6.5744 -20.2336 3.8207
C -6.9341 -19.0338 4.4126
H -5.8714 -14.0183 6.6048
H -4.9485 -12.1450 5.2855
H -4.3820 -12.4846 2.8516
H -4.6234 -14.7383 1.8793
H -5.4925 -16.5905 3.1882
H -8.1700 -14.7058 4.9949
H -10.6344 -14.6346 5.0004
H -11.9845 -16.4781 5.9818
H -10.8237 -18.4691 6.8873
H -8.3425 -18.5399 6.9920
H -3.8600 -17.9902 5.3346
H -3.2363 -20.2147 4.4608
H -5.0075 -21.6158 3.3255
H -7.3398 -20.8283 3.3081
H -7.9659 -18.6673 4.3009
*
```